# 1
C34H37F3FeN3O5P2 | ωB97M-V with the def2-TZVPD basis set

The calculation puts the LUMO energy (spin up / spin down) at -5.4 / -8.1 eV. Its multiplicity is 6. The total charge is +2. The HOMO energy (spin up / spin down) is -13.9 / -14.0 eV.

Atoms and positions in Å:
Fe: -0.14 -0.85 -1.21
C: -0.14 -6.16 0.22
N: 0.50 -4.91 -0.12
C: 1.94 -4.97 -0.28
C: -0.09 -3.74 -0.28
O: 0.59 -2.71 -0.48
C: -1.63 -3.62 -0.21
O: -2.08 -2.36 -0.70
C: -2.99 -2.32 -1.80
C: -2.25 -1.81 -3.06
O: -1.01 -1.81 -3.01
N: -2.95 -1.42 -4.11
C: -2.26 -0.99 -5.31
C: -4.39 -1.33 -4.13
H: -0.01 -6.87 -0.61
H: -1.19 -6.04 0.43
H: 0.35 -6.58 1.10
H: 2.22 -5.88 -0.79
H: 2.44 -4.94 0.69
H: 2.26 -4.11 -0.87
H: -1.93 -3.67 0.85
H: -2.09 -4.44 -0.77
H: -3.79 -1.64 -1.51
H: -3.42 -3.31 -2.00
H: -1.21 -1.29 -5.24
H: -2.29 0.10 -5.39
H: -2.71 -1.45 -6.18
H: -4.76 -0.69 -3.32
H: -4.86 -2.31 -4.05
H: -4.69 -0.88 -5.07
N: -0.56 1.27 0.95
P: 0.10 2.03 -0.43
C: -0.40 3.76 -0.18
C: -0.87 4.25 1.04
C: -1.05 5.62 1.18
C: -0.81 6.48 0.12
C: -0.39 5.98 -1.11
C: -0.19 4.62 -1.26
C: 1.89 1.99 -0.14
C: 2.63 0.83 -0.37
C: 4.01 0.85 -0.27
C: 4.66 2.02 0.11
C: 3.92 3.16 0.39
C: 2.55 3.16 0.23
P: -0.03 -0.29 1.49
C: 1.38 0.28 2.53
C: 2.62 -0.35 2.47
C: 3.67 0.12 3.24
C: 3.49 1.21 4.08
C: 2.25 1.83 4.15
C: 1.20 1.37 3.37
C: -1.26 -0.66 2.78
C: -0.95 -1.75 3.59
C: -1.77 -2.11 4.64
C: -2.94 -1.39 4.88
C: -3.27 -0.33 4.06
C: -2.44 0.03 3.01
H: -1.57 1.40 1.01
H: -1.04 3.59 1.87
H: -1.36 6.01 2.13
H: -0.96 7.54 0.24
H: -0.21 6.64 -1.94
H: 0.14 4.21 -2.21
H: 2.12 -0.09 -0.67
H: 4.58 -0.03 -0.50
H: 5.74 2.04 0.17
H: 4.42 4.06 0.70
H: 2.00 4.08 0.39
H: 2.77 -1.20 1.82
H: 4.63 -0.36 3.19
H: 4.30 1.57 4.68
H: 2.10 2.67 4.80
H: 0.23 1.85 3.44
H: -0.03 -2.30 3.40
H: -1.50 -2.94 5.28
H: -3.59 -1.67 5.69
H: -4.17 0.24 4.25
H: -2.74 0.87 2.39
F: 2.06 2.94 -3.49
C: 1.83 1.80 -4.19
F: 1.75 2.11 -5.48
F: 2.90 1.02 -4.01
C: 0.52 1.14 -3.62
O: -0.55 1.35 -4.13
O: 0.78 0.49 -2.56

Atomic partial charges in e from the Löwdin method, atoms 1 to 6:
1 Fe 0.887
2 C -0.007
3 N -0.123
4 C 0.002
5 C -0.380
6 O -0.089


# 2
C54H40Cl2KN8O2S3 | ωB97M-V with the def2-TZVPD basis set

The calculation puts the LUMO energy at 1.6 eV. As for the energy relative to the best compared isomer or geometry (same formula, charge and spin): 0.0 kJ/mol. The total charge is -1. The HOMO energy is -3.5 eV.

Atoms and positions in Å:
K: -1.38 -0.42 -2.18
Cl: -8.81 0.97 -1.70
C: -7.28 0.13 -1.85
C: -6.12 0.87 -1.99
C: -4.86 0.27 -2.12
N: -3.69 1.00 -2.34
C: -3.64 2.30 -2.12
O: -4.45 3.09 -1.58
C: -2.36 2.97 -2.63
C: -2.43 4.31 -3.01
C: -1.31 4.93 -3.54
C: -0.13 4.20 -3.65
C: -0.14 2.89 -3.20
N: -1.21 2.29 -2.70
C: -4.80 -1.16 -2.10
C: -5.99 -1.87 -1.92
C: -7.22 -1.25 -1.81
Cl: -8.65 -2.23 -1.61
N: -3.59 -1.83 -2.31
C: -3.33 -2.91 -1.59
O: -3.96 -3.40 -0.62
C: -2.06 -3.66 -1.98
C: -1.94 -4.98 -1.54
C: -0.82 -5.71 -1.87
C: 0.19 -5.09 -2.60
C: 0.00 -3.77 -2.97
N: -1.10 -3.07 -2.69
H: -6.18 1.95 -1.99
H: -3.37 4.83 -2.89
H: -1.35 5.96 -3.87
H: 0.77 4.64 -4.06
H: 0.76 2.28 -3.22
H: -5.94 -2.95 -1.88
H: -2.75 -5.40 -0.95
H: -0.71 -6.74 -1.55
H: 1.10 -5.61 -2.87
H: 0.77 -3.24 -3.52
N: -0.85 -0.68 0.22
S: -0.94 -0.38 1.63
N: 0.48 -0.08 2.48
S: 1.73 0.27 1.65
N: 2.29 -0.69 0.60
S: 2.39 -0.51 -1.07
N: 1.30 -0.22 -1.98
C: 3.23 -2.08 -1.30
C: 4.20 -2.19 -2.29
C: 4.73 -3.43 -2.59
C: 4.28 -4.56 -1.92
C: 3.29 -4.45 -0.95
C: 2.75 -3.21 -0.64
C: 3.78 0.67 -1.16
C: 4.91 0.58 -0.36
C: 5.89 1.55 -0.46
C: 5.73 2.61 -1.36
C: 4.61 2.68 -2.16
C: 3.63 1.69 -2.07
C: 2.92 0.30 2.97
C: 2.72 1.17 4.03
C: 3.62 1.16 5.09
C: 4.69 0.27 5.07
C: 4.87 -0.60 4.02
C: 3.98 -0.59 2.95
C: 1.72 1.95 1.04
C: 0.64 2.37 0.28
C: 0.59 3.68 -0.16
C: 1.64 4.55 0.12
C: 2.75 4.10 0.83
C: 2.79 2.80 1.30
C: -1.65 -1.63 2.68
C: -1.36 -1.78 4.03
C: -2.01 -2.77 4.75
C: -2.93 -3.60 4.12
C: -3.21 -3.45 2.77
C: -2.57 -2.45 2.04
C: -1.89 1.08 2.08
C: -1.69 1.78 3.27
C: -2.45 2.92 3.50
C: -3.37 3.35 2.55
C: -3.55 2.64 1.37
C: -2.81 1.49 1.14
H: 4.53 -1.30 -2.82
H: 5.50 -3.52 -3.35
H: 4.69 -5.53 -2.16
H: 2.91 -5.33 -0.45
H: 1.96 -3.10 0.09
H: 5.01 -0.24 0.34
H: 6.77 1.49 0.16
H: 6.50 3.37 -1.42
H: 4.49 3.50 -2.86
H: 2.73 1.71 -2.68
H: 1.87 1.84 4.03
H: 3.48 1.84 5.92
H: 5.39 0.26 5.90
H: 5.69 -1.31 4.02
H: 4.07 -1.28 2.12
H: -0.15 1.67 0.00
H: -0.26 4.02 -0.72
H: 1.60 5.57 -0.23
H: 3.58 4.77 1.02
H: 3.65 2.46 1.86
H: -0.63 -1.14 4.50
H: -1.79 -2.91 5.80
H: -3.43 -4.38 4.68
H: -3.92 -4.08 2.25
H: -2.78 -2.34 0.98
H: -0.96 1.43 3.99
H: -2.30 3.48 4.41
H: -3.94 4.25 2.73
H: -4.24 2.98 0.60
H: -2.93 0.94 0.21

Atomic partial charges in e from the Löwdin method, atoms 1 to 6:
1 K 0.665
2 Cl 0.597
3 C -0.696
4 C -0.054
5 C -0.200
6 N 0.055


# 3
C6H8O2 | ωB97M-V with the def2-TZVPD basis set

The calculation puts the LUMO energy at 0.5 eV. As for the energy relative to the best compared isomer or geometry (same formula, charge and spin): 561.7 kJ/mol. The HOMO energy is -9.4 eV.

Atoms and positions in Å:
C: 2.31 -2.16 -0.70
C: 1.43 -1.32 -0.68
C: -1.13 1.03 1.24
C: 0.31 0.67 1.50
C: -0.14 0.95 0.04
C: -0.26 -0.24 -0.84
O: -1.20 -1.14 -0.51
O: -0.36 0.06 -2.18
H: 3.18 -2.55 -0.33
H: -2.03 0.39 1.15
H: -1.46 2.02 1.40
H: 0.93 1.47 2.02
H: 0.49 -0.33 1.99
H: 0.04 1.90 -0.57
H: -1.52 -1.80 -1.23
H: -0.59 1.06 -2.29

Atomic partial charges in e from the natural (NBO) method, atoms 1 to 6:
1 C -0.389
2 C -0.144
3 C -0.408
4 C -0.393
5 C -0.329
6 C 0.700


# 4
C41H38ClFO3PReS | ωB97M-V with the def2-TZVPD basis set

The calculation puts the LUMO energy (spin up / spin down) at -4.4 / -4.0 eV. Its multiplicity is 2. As for the energy relative to the best compared isomer or geometry (same formula, charge and spin): 104.1 kJ/mol. The total charge is +1. The HOMO energy (spin up / spin down) is -10.4 / -10.3 eV.

Atoms and positions in Å:
Re: -0.16 0.24 -0.09
C: -6.34 -0.04 0.41
C: -5.32 -0.61 -0.33
C: -4.00 -0.28 -0.08
C: -3.70 0.63 0.93
C: -4.72 1.19 1.69
C: -6.04 0.86 1.42
P: -1.97 1.05 1.28
C: -1.77 0.73 3.06
C: -0.85 1.47 3.79
C: -0.64 1.18 5.13
C: -1.34 0.15 5.74
C: -2.26 -0.58 5.01
C: -2.47 -0.31 3.67
C: -1.83 2.85 1.11
C: -2.51 3.77 1.87
C: -2.38 5.14 1.59
C: -1.60 5.56 0.55
C: -0.89 4.65 -0.25
C: -0.08 5.06 -1.33
C: 0.62 4.13 -2.05
C: 0.57 2.77 -1.71
C: -0.19 2.29 -0.66
C: -0.97 3.26 0.06
H: -7.36 -0.30 0.21
H: -5.55 -1.33 -1.11
H: -3.19 -0.71 -0.66
H: -4.49 1.88 2.49
H: -6.83 1.30 2.02
H: -0.29 2.26 3.31
H: 0.07 1.76 5.70
H: -1.17 -0.08 6.78
H: -2.83 -1.37 5.49
H: -3.18 -0.89 3.10
H: -3.12 3.46 2.71
H: -2.91 5.85 2.21
H: -1.52 6.62 0.33
H: -0.04 6.10 -1.58
H: 1.22 4.44 -2.89
H: 1.13 2.07 -2.32
Cl: -1.36 -5.74 4.43
C: -1.11 -4.57 3.19
C: -1.70 -4.77 1.93
C: -1.53 -3.85 0.93
C: -0.75 -2.67 1.13
O: -0.60 -1.87 0.17
C: -0.16 -2.49 2.43
C: 0.60 -1.32 2.74
O: 0.83 -0.34 2.03
C: -0.36 -3.45 3.44
H: -2.30 -5.65 1.76
H: -1.97 -3.99 -0.05
H: 1.02 -1.31 3.76
H: 0.09 -3.29 4.41
F: -1.33 -1.43 -6.00
C: -1.13 -1.03 -4.73
C: -0.17 -1.68 -3.97
C: 0.03 -1.27 -2.66
C: -0.69 -0.20 -2.11
C: -1.66 0.41 -2.90
C: -1.89 0.00 -4.21
H: 0.39 -2.50 -4.39
H: 0.77 -1.80 -2.08
H: -2.25 1.22 -2.50
H: -2.64 0.47 -4.82
C: 3.40 0.50 -4.02
C: 4.65 0.34 -3.16
C: 4.37 0.51 -1.67
S: 3.15 -0.73 -1.06
O: 1.98 0.17 -0.74
C: 3.85 -1.10 0.60
C: 4.43 -2.51 0.61
C: 3.33 -3.55 0.43
H: 3.65 0.33 -5.07
H: 2.99 1.50 -3.93
H: 2.63 -0.21 -3.73
H: 5.38 1.09 -3.45
H: 5.09 -0.64 -3.34
H: 3.90 1.47 -1.45
H: 5.29 0.41 -1.11
H: 3.01 -1.03 1.29
H: 4.58 -0.34 0.87
H: 4.94 -2.69 1.56
H: 5.18 -2.60 -0.18
H: 2.60 -3.45 1.24
H: 3.72 -4.56 0.47
H: 2.82 -3.41 -0.52

Atomic partial charges in e from the Löwdin method, atoms 1 to 6:
1 Re 1.497
2 C -0.063
3 C -0.062
4 C -0.084
5 C -0.342
6 C -0.085


# 5
C13H12BeBrCl3FN4O4S | ωB97M-V with the def2-TZVPD basis set

The calculation puts the LUMO energy at -7.9 eV. The total charge is +1. The HOMO energy is -9.8 eV.

Atoms and positions in Å:
C: 3.04 -1.70 -2.42
C: 1.56 -1.53 -2.22
Cl: 0.99 0.10 -1.90
C: 0.69 -2.53 -2.29
Cl: 1.28 -4.14 -2.64
C: -0.78 -2.43 -2.14
C: -1.42 -1.54 -1.18
C: -2.76 -1.43 -1.04
Cl: -3.44 -0.32 0.10
C: -3.64 -2.20 -1.83
N: -4.96 -2.23 -1.81
S: -5.36 -3.30 -2.94
N: -3.86 -3.81 -3.46
C: -2.98 -3.12 -2.79
C: -1.56 -3.22 -2.93
H: 3.41 -2.63 -2.00
H: 3.21 -1.68 -3.50
H: 3.59 -0.86 -1.98
H: -0.80 -0.93 -0.53
H: -1.14 -3.92 -3.64
Be: 2.13 2.50 -1.25
C: -4.62 1.91 3.68
O: -3.67 2.65 3.78
N: -4.78 1.06 2.61
N: -5.62 1.86 4.61
H: -5.56 0.44 2.49
H: -4.06 1.09 1.91
H: -5.53 2.46 5.40
H: -6.41 1.25 4.54
Br: -5.54 -5.77 -2.32
C: 5.27 4.09 2.27
C: 6.63 3.44 2.29
O: 6.42 2.30 1.46
C: 5.45 2.63 0.58
O: 5.20 2.02 -0.41
O: 4.79 3.74 0.97
F: 6.97 3.03 3.53
H: 4.61 3.68 3.03
H: 5.32 5.17 2.39
H: 7.43 4.04 1.87

Atomic partial charges in e from the natural (NBO) method, atoms 1 to 6:
1 C -0.670
2 C 0.051
3 Cl 0.007
4 C -0.109
5 Cl 0.046
6 C -0.022